ORCA calculation (wB97M-V/def2-TZVPD) on a cluster of 2 separate species, C17H14BFIN4O8S3 in total.

CARTESIAN COORDINATES (ANGSTROEM)
N: -2.762 -0.844 -1.154
C: -1.881 -0.924 -0.213
C: -0.642 -1.420 0.794
S: 0.343 -2.872 0.045
C: -1.371 -2.018 2.135
C: -2.365 -3.315 1.781
C: -3.844 -3.199 2.515
S: -5.205 -2.567 1.361
C: -5.491 -0.704 1.648
S: -5.503 0.000 3.213
N: -5.680 0.120 0.358
C: -6.440 -0.598 -0.736
C: -6.433 0.492 -1.981
N: -5.693 1.691 -1.402
C: -5.219 1.524 0.028
C: 0.295 -0.098 1.039
I: 1.259 -0.013 3.018
C: -0.720 1.226 0.981
N: -1.515 2.274 1.043
C: 1.536 0.055 -0.067
C: 1.020 0.151 -1.620
F: 2.161 0.394 -2.563
H: -0.491 -3.670 -0.756
H: -0.611 -2.446 2.948
H: -2.007 -1.146 2.603
H: -2.445 -3.524 0.627
H: -1.857 -4.290 2.246
H: -4.150 -4.323 2.778
H: -3.813 -2.589 3.534
H: -6.932 -1.663 -0.785
H: -6.879 0.371 -3.059
H: -4.628 2.232 0.751
H: 2.344 -0.786 0.037
H: 2.102 1.078 0.173
H: 0.239 1.025 -1.820
H: 0.488 -0.836 -2.002
B: 6.368 2.401 -1.347
O: 7.685 2.903 -0.943
C: 7.735 4.194 -1.300
O: 8.697 4.920 -1.109
C: 6.498 4.576 -1.930
O: 6.226 5.682 -2.368
O: 5.665 3.526 -1.971
O: 6.499 1.280 -2.283
C: 5.889 0.229 -1.718
O: 5.812 -0.875 -2.232
C: 5.352 0.605 -0.436
O: 4.740 -0.123 0.328
O: 5.623 1.895 -0.190

LUMO energy (Eh): 0.0040
M (u): 655.23
E_tot (eV): -84191.1595
Total charge: -1

Atomic partial charges in e from the Mulliken method, atoms 1 to 8: number 1, N, carries -0.502; number 2, C, carries -0.038; number 3, C, carries 0.731; number 4, S, carries -0.151; number 5, C, carries -0.694; number 6, C, carries -0.431; number 7, C, carries -0.632; number 8, S, carries -0.092

ORCA calculation (wB97M-V/def2-TZVPD) on a cluster of 5 separate species, C15H30O15 in total.

CARTESIAN COORDINATES (ANGSTROEM)
C: -4.391 -0.414 -2.123
O: -4.211 -1.795 -1.743
C: -3.529 -2.656 -2.661
O: -3.308 -2.301 -3.877
O: -3.400 -3.740 -2.187
C: -2.804 -4.845 -3.038
H: -5.178 -0.301 -2.885
H: -3.638 0.078 -2.482
H: -5.010 0.040 -1.213
H: -3.637 -5.554 -3.584
H: -2.169 -5.431 -2.512
H: -2.347 -4.182 -3.808
C: 1.832 3.065 4.481
O: 0.469 2.920 4.030
C: -0.193 3.803 3.287
O: 0.386 4.826 2.926
O: -1.450 3.564 2.865
C: -2.077 4.284 1.818
H: 2.579 2.875 3.650
H: 2.044 2.455 5.287
H: 2.168 4.117 4.794
H: -1.324 4.467 1.087
H: -2.620 5.272 2.184
H: -2.945 3.631 1.503
C: 2.963 0.006 0.547
O: 2.859 1.332 1.300
C: 2.907 2.376 0.582
O: 2.786 2.470 -0.642
O: 2.938 3.544 1.448
C: 2.859 4.821 0.852
H: 1.952 0.000 0.055
H: 3.092 -0.764 1.389
H: 3.798 -0.218 -0.093
H: 2.549 5.529 1.598
H: 2.047 4.800 -0.015
H: 3.794 5.088 0.374
C: 3.237 -3.449 -1.253
O: 2.606 -2.297 -1.366
C: 1.432 -2.110 -1.946
O: 0.714 -2.949 -2.435
O: 1.029 -0.729 -1.971
C: -0.129 -0.468 -2.839
H: 3.572 -3.577 -2.224
H: 2.375 -4.338 -1.101
H: 4.133 -3.591 -0.659
H: -0.405 0.646 -2.704
H: -1.023 -1.018 -2.506
H: 0.103 -0.503 -3.954
C: -0.841 0.712 1.311
O: -1.221 -0.485 0.784
C: -0.650 -1.495 0.960
O: 0.354 -1.679 1.640
O: -1.251 -2.560 0.302
C: -0.618 -3.884 0.500
H: -0.272 1.273 0.659
H: -0.236 0.617 2.088
H: -1.580 1.435 1.762
H: -0.481 -4.219 1.596
H: 0.469 -3.840 0.218
H: -1.129 -4.664 -0.078

LUMO energy (Eh): 0.0219
M (u): 450.39
E_tot (eV): -46746.8195
Structure (SMILES): COC(=O)OC.COC(=O)OC.COC(=O)OC.COC(=O)OC.COC(=O)OC
Energy relative to the best compared isomer or geometry (same formula, charge and spin) (kJ/mol): 714.23
Total charge: 0

Atomic partial charges in e from the Mulliken method, atoms 1 to 8: number 1, C, carries -0.745; number 2, O, carries -0.318; number 3, C, carries 0.938; number 4, O, carries -0.672; number 5, O, carries -0.264; number 6, C, carries -0.685; number 7, H, carries 0.350; number 8, H, carries 0.340

ORCA calculation (wB97M-V/def2-TZVPD) on a structure of composition C20H43DyN2P3SSe.

CARTESIAN COORDINATES (ANGSTROEM)
Dy: -0.149 -0.248 -0.492
P: -1.417 1.937 0.850
P: -0.630 0.652 -3.060
P: 1.893 1.813 -0.320
H: 1.111 -2.286 3.573
C: 1.505 -1.391 4.086
C: 0.665 -0.403 4.438
H: -0.424 -0.516 4.332
C: -2.950 1.409 1.662
C: -2.053 3.221 -0.299
C: -0.724 2.958 2.188
C: 0.208 -0.427 -4.286
C: -2.403 0.241 -3.347
C: -0.410 2.330 -3.727
C: 2.631 1.814 1.378
C: 1.643 3.608 -0.615
C: 3.414 1.571 -1.315
H: 2.591 -1.321 4.257
H: 1.012 0.546 4.856
H: -2.701 0.587 2.340
H: -3.672 1.075 0.911
H: -3.379 2.233 2.243
H: -2.607 2.728 -1.110
H: -1.216 3.792 -0.724
H: -2.724 3.900 0.250
H: -0.413 2.292 3.001
H: -1.500 3.645 2.551
H: 0.138 3.540 1.849
H: -0.234 -0.316 -5.290
H: 0.142 -1.473 -3.951
H: 1.272 -0.159 -4.306
H: -2.635 0.261 -4.426
H: -3.022 0.973 -2.810
H: -2.624 -0.753 -2.921
H: -0.640 2.371 -4.802
H: 0.631 2.631 -3.557
H: -1.041 3.039 -3.180
H: 3.681 2.143 1.308
H: 2.589 0.800 1.806
H: 2.073 2.491 2.038
H: 2.629 4.094 -0.665
H: 1.049 4.093 0.168
H: 1.130 3.758 -1.575
H: 4.130 2.357 -1.036
H: 3.173 1.655 -2.381
H: 3.857 0.583 -1.139
C: 3.194 -2.940 -0.442
C: 3.268 -3.279 0.912
C: 4.212 -4.210 1.353
C: 5.109 -4.787 0.447
C: 5.032 -4.447 -0.910
C: 4.073 -3.536 -1.352
Se: 1.966 -1.585 -1.102
H: 0.700 -2.187 -0.390
H: 2.594 -2.797 1.613
H: 4.246 -4.504 2.403
H: 5.856 -5.508 0.775
H: 5.699 -4.899 -1.642
H: 4.006 -3.248 -2.398
S: -1.888 -2.240 -0.551
C: -3.323 -1.902 0.371
N: -4.466 -1.454 -0.184
C: -5.543 -1.283 0.778
C: -4.895 -1.680 2.095
N: -3.551 -2.087 1.689
H: -4.540 -1.313 -1.185
H: -6.373 -1.940 0.507
H: -5.877 -0.239 0.789
H: -5.406 -2.519 2.571
H: -4.854 -0.826 2.783
H: -2.840 -2.444 2.319

LUMO energy (spin up / spin down) (Eh): -0.3560 / -0.3478
Multiplicity: 6
M (u): 678.03
E_tot (eV): -152524.9196
Energy relative to the best compared isomer or geometry (same formula, charge and spin) (kJ/mol): 0.00
Total charge: +3

Atomic partial charges in e from the Mulliken method, atoms 1 to 8: number 1, Dy, carries -0.694; number 2, P, carries 0.729; number 3, P, carries 1.060; number 4, P, carries 0.923; number 5, H, carries 0.286; number 6, C, carries -0.546; number 7, C, carries -0.540; number 8, H, carries 0.258

ORCA calculation (wB97M-V/def2-TZVPD) on a structure of composition C23H16ClCoN3O8S2.

CARTESIAN COORDINATES (ANGSTROEM)
Co: 0.056 -1.262 0.633
S: -1.960 0.940 3.858
C: -0.323 1.477 3.888
C: 0.433 0.894 2.916
C: -0.288 -0.024 2.087
C: -1.592 -0.093 2.513
C: -2.492 -0.987 1.819
C: -3.862 -1.143 2.027
C: -4.562 -2.030 1.231
C: -3.895 -2.736 0.238
C: -2.533 -2.531 0.084
N: -1.853 -1.699 0.865
H: -0.014 2.205 4.623
H: 1.483 1.111 2.779
H: -4.356 -0.562 2.796
H: -5.628 -2.164 1.376
H: -4.412 -3.428 -0.412
H: -1.948 -3.038 -0.673
O: 4.118 -1.240 0.511
C: 2.951 -1.604 0.362
O: 1.936 -0.870 0.607
C: 2.731 -3.024 -0.164
C: 3.850 -3.803 -0.290
C: 3.784 -5.122 -0.758
C: 2.570 -5.676 -1.120
C: 1.440 -4.902 -1.034
C: 1.433 -3.545 -0.528
O: 0.352 -2.922 -0.393
N: 0.198 -5.543 -1.442
O: -0.677 -4.873 -1.951
O: 0.102 -6.757 -1.272
N: 4.976 -5.917 -0.871
O: 4.882 -7.062 -1.307
O: 6.044 -5.427 -0.531
H: 4.797 -3.361 -0.015
H: 2.507 -6.695 -1.469
Cl: -0.658 0.051 -1.407
C: 0.183 3.407 -0.310
S: 1.743 3.295 0.561
O: 2.196 4.678 0.924
C: 2.742 2.815 -0.852
C: 3.710 3.700 -1.298
C: 4.525 3.330 -2.360
C: 4.369 2.083 -2.952
C: 3.400 1.204 -2.484
C: 2.580 1.561 -1.424
H: 0.270 4.138 -1.115
H: -0.563 3.718 0.422
H: -0.073 2.411 -0.689
H: 3.808 4.657 -0.802
H: 5.288 4.012 -2.718
H: 5.014 1.790 -3.772
H: 3.283 0.225 -2.930
H: 1.831 0.867 -1.058

LUMO energy (spin up / spin down) (Eh): 0.1506 / 0.1507
Multiplicity: 2
M (u): 620.91
E_tot (eV): -116779.6380
Energy relative to the best compared isomer or geometry (same formula, charge and spin) (kJ/mol): 23.21
Total charge: -2

Atomic partial charges in e from the Mulliken method, atoms 1 to 8: number 1, Co, carries -0.459; number 2, S, carries -0.365; number 3, C, carries -0.568; number 4, C, carries -0.247; number 5, C, carries 0.285; number 6, C, carries -0.413; number 7, C, carries 1.487; number 8, C, carries -0.854

Which value of total charge does entry 4 give?
-2

Please write out number 2 again, unchanged.
ORCA calculation (wB97M-V/def2-TZVPD) on a cluster of 5 separate species, C15H30O15 in total.

CARTESIAN COORDINATES (ANGSTROEM)
C: -4.391 -0.414 -2.123
O: -4.211 -1.795 -1.743
C: -3.529 -2.656 -2.661
O: -3.308 -2.301 -3.877
O: -3.400 -3.740 -2.187
C: -2.804 -4.845 -3.038
H: -5.178 -0.301 -2.885
H: -3.638 0.078 -2.482
H: -5.010 0.040 -1.213
H: -3.637 -5.554 -3.584
H: -2.169 -5.431 -2.512
H: -2.347 -4.182 -3.808
C: 1.832 3.065 4.481
O: 0.469 2.920 4.030
C: -0.193 3.803 3.287
O: 0.386 4.826 2.926
O: -1.450 3.564 2.865
C: -2.077 4.284 1.818
H: 2.579 2.875 3.650
H: 2.044 2.455 5.287
H: 2.168 4.117 4.794
H: -1.324 4.467 1.087
H: -2.620 5.272 2.184
H: -2.945 3.631 1.503
C: 2.963 0.006 0.547
O: 2.859 1.332 1.300
C: 2.907 2.376 0.582
O: 2.786 2.470 -0.642
O: 2.938 3.544 1.448
C: 2.859 4.821 0.852
H: 1.952 0.000 0.055
H: 3.092 -0.764 1.389
H: 3.798 -0.218 -0.093
H: 2.549 5.529 1.598
H: 2.047 4.800 -0.015
H: 3.794 5.088 0.374
C: 3.237 -3.449 -1.253
O: 2.606 -2.297 -1.366
C: 1.432 -2.110 -1.946
O: 0.714 -2.949 -2.435
O: 1.029 -0.729 -1.971
C: -0.129 -0.468 -2.839
H: 3.572 -3.577 -2.224
H: 2.375 -4.338 -1.101
H: 4.133 -3.591 -0.659
H: -0.405 0.646 -2.704
H: -1.023 -1.018 -2.506
H: 0.103 -0.503 -3.954
C: -0.841 0.712 1.311
O: -1.221 -0.485 0.784
C: -0.650 -1.495 0.960
O: 0.354 -1.679 1.640
O: -1.251 -2.560 0.302
C: -0.618 -3.884 0.500
H: -0.272 1.273 0.659
H: -0.236 0.617 2.088
H: -1.580 1.435 1.762
H: -0.481 -4.219 1.596
H: 0.469 -3.840 0.218
H: -1.129 -4.664 -0.078

LUMO energy (Eh): 0.0219
M (u): 450.39
E_tot (eV): -46746.8195
Structure (SMILES): COC(=O)OC.COC(=O)OC.COC(=O)OC.COC(=O)OC.COC(=O)OC
Energy relative to the best compared isomer or geometry (same formula, charge and spin) (kJ/mol): 714.23
Total charge: 0

Atomic partial charges in e from the Mulliken method, atoms 1 to 8: number 1, C, carries -0.745; number 2, O, carries -0.318; number 3, C, carries 0.938; number 4, O, carries -0.672; number 5, O, carries -0.264; number 6, C, carries -0.685; number 7, H, carries 0.350; number 8, H, carries 0.340

Look up the E_tot of the fourth one.
-116779.6380 eV